Entry 1:
83
Properties=species:S:1:pos:R:3:forces:R:3 method="wB97M-V/def2-TZVPD" homo_energy_ev=-5.0 relative_energy_kcal_mol=104.3 homo_lumo_gap_ev=7.0 charge=-1
Cs 1.393 0.705 1.053 -1.9303 0.2584 0.1210
S -1.251 2.408 5.683 0.1015 0.1238 -0.1298
S -0.231 -1.033 -1.000 -0.4494 -0.7448 -0.8973
P -4.302 1.198 0.757 -0.0095 -0.0665 0.2358
O 2.417 0.534 -1.216 0.9464 -0.3389 -1.4336
O 3.992 1.968 4.604 -0.2475 -0.2081 -0.2546
O 2.304 1.457 3.189 1.2513 0.4899 2.2578
O -3.589 0.885 2.008 -0.1111 0.0159 -0.1213
N 0.308 -2.172 -3.397 0.1326 -0.0472 0.1446
N -1.060 4.360 3.903 0.0133 -0.0827 0.0856
N -3.728 2.619 0.101 0.1967 0.0612 -0.2681
N -4.251 -0.035 -0.351 0.3045 -0.1380 -0.0179
N 2.143 -1.537 -2.221 -0.0096 0.0842 0.1518
N 0.935 3.575 4.689 0.0969 -0.0180 -0.0651
N -5.926 1.510 0.954 -0.0843 0.1001 0.1723
C -3.745 -1.347 0.076 -0.1622 0.0440 -0.0353
C 0.803 -1.576 -2.262 0.1058 0.0711 -0.3371
C 4.234 -0.948 -1.201 -0.0635 0.1645 0.2193
C 7.019 -1.010 -0.485 -0.0323 0.0115 0.0774
C 4.639 -0.619 0.193 0.1757 -0.1420 -0.0927
C 3.421 1.246 3.775 0.0655 0.3679 0.2971
C -1.111 -2.430 -3.604 0.1581 -0.0351 0.1776
C 3.581 -2.093 2.075 0.0804 0.0531 -0.1560
C -4.450 3.377 -0.902 0.0081 0.0782 0.1659
C 5.929 -0.990 1.863 -0.1109 0.0589 -0.0293
C 5.143 -1.452 -2.033 0.2169 -0.0991 -0.1284
C -6.296 2.486 1.970 0.0027 -0.0875 -0.1593
C 4.767 -1.800 1.212 -0.0549 0.1850 0.1721
C -7.004 1.053 0.110 0.0421 -0.0136 0.0671
C 5.359 0.021 2.828 0.1225 -0.0501 -0.0176
C -4.108 0.214 -1.776 0.0374 -0.0527 0.0398
C -2.294 2.895 0.119 -0.1323 0.0174 -0.1428
C -1.581 -3.783 -3.075 0.0106 0.0099 0.0150
C 2.819 -0.594 -1.550 -0.2092 -0.2472 -0.5928
C 6.555 -1.557 -1.613 -0.1145 0.0307 -0.0745
C -0.406 3.481 4.721 -0.0728 0.0233 0.0520
C 1.880 -4.025 -4.063 -0.0533 0.0431 0.0386
C 4.091 -0.011 3.244 -0.0265 -0.0267 0.0230
C 1.236 -2.683 -4.413 -0.0614 0.0097 0.1895
C 3.242 -1.200 3.001 0.2195 0.0854 0.1843
C 6.123 -0.288 0.481 -0.0337 -0.0541 0.0036
H -2.136 3.961 0.307 0.0142 0.0075 -0.0006
H -1.803 2.335 0.908 -0.1122 -0.0955 0.1619
H -2.669 -3.867 -3.164 0.0982 -0.0003 -0.0012
H -5.508 3.115 -0.890 0.0576 0.0054 -0.0072
H -1.664 -1.645 -3.099 -0.0622 0.1344 0.0646
H 6.408 0.768 0.547 -0.0293 -0.0016 -0.0091
H 3.015 -2.999 1.907 -0.0835 -0.0151 0.0417
H 2.505 -4.369 -4.893 -0.0452 0.0319 0.0642
H 2.503 -3.905 -3.177 -0.0230 -0.0241 -0.0241
H 1.361 4.079 3.926 -0.0184 -0.0535 -0.0478
H -4.058 3.210 -1.913 0.0074 0.0031 -0.0097
H -4.557 -0.615 -2.333 -0.0200 -0.0067 -0.0060
H 5.983 0.872 3.099 -0.0996 -0.0386 -0.0456
H -2.048 4.437 4.050 -0.0870 0.0090 -0.0021
H 7.248 -2.040 -2.296 -0.0221 -0.0023 0.0402
H -7.093 2.087 2.604 -0.0126 -0.0166 -0.0097
H -4.367 4.448 -0.690 0.0094 0.0076 0.0016
H 1.124 -4.788 -3.862 0.0536 0.0252 -0.0324
H -7.808 0.622 0.716 0.0042 0.0054 0.0118
H 0.677 -2.769 -5.346 -0.0475 0.0181 -0.0032
H -1.819 2.640 -0.836 -0.0047 -0.0026 -0.0308
H 3.985 0.141 0.607 0.2403 0.0206 -0.0276
H 2.023 -1.946 -4.556 0.0103 0.0550 -0.0446
H -0.574 5.159 3.533 0.0091 0.0188 0.0104
H -4.411 -2.137 -0.289 0.0172 0.0384 -0.0151
H -3.056 0.289 -2.078 -0.0094 -0.0126 0.0326
H 4.871 -1.735 -3.045 0.0267 0.0316 0.0781
H -4.625 1.126 -2.072 -0.0275 -0.0347 0.0107
H 5.132 -2.684 0.697 0.0588 -0.0391 -0.0441
H 8.084 -1.034 -0.263 -0.0659 -0.0365 -0.0301
H 1.475 2.754 4.923 0.0070 -0.0402 0.1227
H -2.737 -1.524 -0.308 -0.0625 0.0248 -0.0332
H -3.709 -1.391 1.162 -0.0273 0.0517 -0.0010
H -7.442 1.872 -0.479 0.0120 0.0050 -0.0005
H -5.439 2.702 2.607 0.0063 -0.0309 -0.0339
H -6.653 3.425 1.525 0.0171 -0.0221 -0.0162
H 2.379 -1.329 3.645 -0.0357 0.0006 -0.0722
H 6.792 -1.529 2.268 -0.0128 -0.0276 -0.0309
H -1.314 -3.867 -2.019 -0.0296 -0.0161 -0.0547
H -1.127 -4.613 -3.623 -0.0349 0.0474 0.0491
H -6.645 0.284 -0.572 0.0109 0.0247 0.0164
H -1.307 -2.351 -4.676 -0.0072 0.0155 -0.0105

Entry 2:
75
Properties=species:S:1:pos:R:3:forces:R:3 method="wB97M-V/def2-TZVPD" homo_energy_ev="-19.0 / -20.6" spin_multiplicity=5 homo_lumo_gap_ev="7.9 / 5.8" charge=+4
Pt 0.293 0.121 1.281 -0.6506 -0.0506 0.4726
Sb 3.171 0.454 -0.934 0.1605 -0.0076 -0.1061
Sb -0.606 2.015 -0.439 0.0646 0.0642 -0.0771
N -1.291 -1.043 -1.025 0.0633 0.0638 -0.0330
N -1.882 -2.040 -1.547 -0.0695 -0.0364 -0.1012
N -1.663 -3.102 -0.767 0.0470 0.1133 0.1633
N -0.673 -1.424 0.118 0.2041 -0.0474 -0.0564
C 1.894 1.692 -3.474 0.1119 0.0496 0.0146
C -4.660 -3.633 -0.694 -0.0101 0.0277 0.0201
C -0.918 -2.718 0.265 -0.1302 -0.0642 -0.1040
C 1.411 4.217 -4.692 -0.1072 0.0424 0.0316
C -0.512 1.764 -2.642 0.0324 -0.0293 -0.1249
C 2.850 2.268 -4.272 -0.0393 0.0393 -0.0144
C 2.419 2.168 3.061 -0.0046 0.0386 -0.0182
C 0.131 3.990 -0.234 -0.0077 0.0546 0.0090
C 0.478 -1.141 3.468 0.1176 0.0991 -0.0299
C 1.273 1.205 3.142 0.1664 -0.1435 -0.0757
C 0.445 3.659 -3.910 0.0134 0.0294 -0.0274
C 0.807 -2.585 3.667 -0.0217 -0.0145 0.0228
C -3.361 -4.645 1.222 -0.0231 0.0253 0.0153
C -1.116 0.738 3.510 -0.0344 -0.0216 -0.0246
C 1.513 -0.201 3.178 0.0183 0.0020 -0.0348
C 3.535 -1.556 -0.367 0.0299 -0.0413 -0.0468
C -2.282 -4.420 -1.058 0.0746 -0.0240 -0.0520
C -2.507 1.213 3.729 0.0032 0.0039 -0.0125
C -3.584 -4.629 -0.285 0.0065 -0.1066 -0.0400
C 5.025 1.452 -1.197 0.0443 0.0009 -0.0481
C 0.624 2.372 -3.315 -0.0986 0.1058 0.0266
C -0.824 -0.653 3.591 0.0355 -0.0549 -0.0127
C 2.622 3.515 -4.892 0.0928 -0.0753 0.0017
C 2.151 0.368 -2.835 -0.0745 -0.1036 -0.2332
C -0.055 1.641 3.291 -0.0069 0.0970 -0.0402
C -2.707 2.181 -0.259 -0.0034 0.0225 -0.0184
H 4.860 2.470 -1.543 -0.0196 -0.0002 0.0127
H -4.272 -4.957 1.731 0.0037 0.0109 0.0042
H -2.572 -5.339 1.520 0.0165 -0.0105 -0.0068
H 3.788 1.762 -4.469 -0.0045 -0.0290 0.0190
H -4.854 -3.656 -1.766 0.0164 0.0041 -0.0052
H -0.434 4.661 -0.880 -0.0096 -0.0162 -0.0084
H -3.230 0.620 3.166 -0.0056 -0.0008 0.0017
H 3.386 3.940 -5.532 0.0109 -0.0116 -0.0011
H -2.629 2.270 3.508 -0.0049 0.0007 -0.0073
H 5.585 0.878 -1.939 -0.0222 -0.0207 -0.0045
H -2.755 1.065 4.788 0.0041 0.0086 0.0077
H -4.382 -2.611 -0.415 -0.0219 0.0074 -0.0049
H 3.054 2.050 3.941 -0.0095 0.0182 0.0117
H 1.188 4.036 -0.490 -0.0032 -0.0104 -0.0038
H 2.819 -0.225 -3.469 0.0955 -0.0032 0.1118
H -1.446 2.235 -2.950 -0.0188 0.0092 0.0529
H -0.267 2.704 3.261 -0.0062 0.0011 0.0254
H -3.125 -3.642 1.599 0.0064 -0.0001 0.0225
H 1.189 -2.720 4.684 0.0027 0.0019 0.0036
H 1.248 -0.223 -2.688 0.0022 0.0094 0.1083
H 1.590 -2.924 2.989 0.0033 -0.0090 0.0020
H -5.594 -3.862 -0.184 -0.0037 0.0046 -0.0022
H 2.533 -0.558 3.093 0.0005 0.0024 0.0441
H -2.438 -4.422 -2.135 -0.0180 -0.0270 0.0144
H -3.055 2.995 -0.893 0.0139 0.0022 -0.0087
H -3.163 1.242 -0.564 0.0073 -0.0022 -0.0017
H 1.260 5.171 -5.181 -0.0333 0.0063 0.0109
H 3.787 -2.099 -1.280 0.0122 0.0064 -0.0100
H -0.073 -3.219 3.573 0.0014 -0.0107 -0.0016
H -3.901 -5.631 -0.592 -0.0021 0.0249 0.0095
H -0.591 0.686 -2.766 0.0216 -0.0144 0.0640
H -0.508 4.158 -3.779 0.0015 0.0201 -0.0089
H 0.003 4.317 0.797 -0.0094 -0.0216 0.0053
H 2.654 -2.000 0.089 -0.0160 0.0339 0.0028
H 3.040 1.982 2.184 0.0256 -0.0230 0.0305
H 4.380 -1.574 0.318 -0.0070 0.0159 0.0220
H -2.960 2.403 0.777 0.0211 -0.0085 0.0077
H -1.640 -1.342 3.778 0.0053 -0.0196 0.0058
H 2.074 3.200 3.035 0.0028 0.0006 -0.0223
H -1.529 -5.166 -0.804 -0.0360 -0.0214 -0.0034
H -0.581 -3.368 1.054 0.0034 0.0128 0.0319
H 5.562 1.453 -0.251 -0.0312 0.0004 0.0220

Entry 3:
77
Properties=species:S:1:pos:R:3:forces:R:3 method="wB97M-V/def2-TZVPD" homo_energy_ev="-8.5 / -8.5" homo_lumo_gap_ev="2.7 / 2.7" charge=+1
P -3.351 -2.005 -2.282 0.5989 2.0830 0.7380
P 3.119 2.661 1.378 -0.9649 -0.7636 -0.9996
Al 0.380 1.311 -2.593 1.8381 2.9419 6.7689
F -2.706 2.134 3.330 0.2081 0.3232 0.3611
F -3.523 2.405 0.588 -0.6431 -0.1263 0.2511
F -1.994 0.884 0.969 -0.0388 -0.6847 0.3346
F -2.372 4.107 2.400 0.2715 -0.9391 0.2211
F -0.682 2.714 2.701 -1.1078 0.0926 -0.1498
C 0.463 -1.175 3.475 4.6192 -0.7678 -1.0929
C -0.851 -0.929 -4.023 0.4181 -1.3729 -0.8663
C 0.700 -0.941 -3.967 -0.3340 -0.1125 0.1110
C 0.762 1.700 -4.399 0.6117 1.1010 -3.2656
C -1.737 2.207 -4.015 0.0723 0.5899 -1.0565
C 0.743 0.056 4.228 0.1826 0.5559 0.1387
C 1.410 -2.026 2.835 -0.9716 3.3791 2.1788
C -2.150 -2.252 -0.924 0.0768 -0.1942 -0.3603
C -2.081 -1.213 3.862 -0.2844 -0.0720 -0.2499
C 1.317 0.457 -3.934 1.4915 -1.6370 -2.0097
C -0.679 -2.951 2.561 0.2042 0.8383 0.2570
C -1.463 1.332 -2.809 -1.8916 0.7048 0.6574
C -2.258 2.224 1.002 1.3647 1.0126 -0.7199
C 1.146 1.846 -0.724 -0.3967 -0.4302 -0.2110
C -0.826 -1.749 3.307 -1.8964 -2.4123 -1.3441
C 1.304 -4.256 1.541 0.0995 0.0949 -0.4804
C -4.300 -0.736 -1.373 -0.2552 0.0924 -0.3453
C -1.594 -0.033 -3.114 -1.8288 -2.0118 -0.0895
C 4.168 1.181 1.038 0.0553 -0.0716 0.2035
C 2.355 2.748 -0.389 0.2006 0.2544 0.0101
C 2.880 -1.872 2.859 0.5829 -0.0259 -0.0431
C 4.389 3.955 1.223 0.0418 0.3345 -0.0889
C 0.702 -3.113 2.253 -2.0729 -0.7193 0.3212
C -0.595 1.995 -5.066 -0.3067 0.1511 -0.1693
C -2.004 2.810 2.372 0.0452 -0.0319 -0.4946
C -1.773 -3.886 2.242 -0.6483 -0.4881 -0.0308
H 1.496 2.473 -4.657 -0.0409 -0.3885 0.4421
H 3.334 -2.481 3.659 -0.0870 0.1373 -0.2261
H -2.954 -1.749 3.471 0.2179 0.0870 0.1610
H -2.716 1.990 -4.469 0.1431 -0.0259 0.0667
H -3.637 -0.211 -0.667 -0.4924 -0.1587 -0.2317
H 0.584 -0.078 5.310 -0.0123 -0.0085 -0.2050
H -1.775 3.266 -3.734 0.1440 -0.1929 0.1482
H 1.110 -1.556 -4.792 -0.3083 0.3806 0.0801
H -5.100 -1.280 -0.848 0.0494 0.2870 0.0772
H 4.728 4.058 0.186 0.1281 0.0150 0.1751
H -2.659 -3.341 1.887 0.1080 -0.2379 0.0103
H 0.294 2.193 -0.109 0.0896 -0.2901 -0.3041
H -1.158 -0.760 -5.074 0.0175 0.0408 0.3083
H -1.149 -2.236 -1.362 0.0577 -0.3685 0.2058
H 1.013 -1.480 -3.056 -0.0830 0.1364 -0.1626
H 2.406 0.457 -3.829 -0.3240 0.0355 -0.0065
H -2.088 -4.458 3.130 0.0503 0.0630 -0.3090
H 1.357 0.815 -0.387 0.0329 0.0709 0.3301
H -4.749 -0.015 -2.071 -0.1435 -0.2745 0.2562
H 0.620 -4.647 0.778 0.1198 -0.0173 0.2155
H 1.533 -5.083 2.232 -0.0711 0.2187 -0.0443
H 3.975 4.910 1.567 0.1794 -0.1654 -0.1127
H 3.175 -0.830 3.037 -0.0604 -0.3025 -0.0729
H 3.536 0.283 1.044 0.1958 0.1778 -0.0323
H -0.496 2.930 -5.647 0.0904 -0.4627 0.2360
H -0.858 1.219 -5.801 0.0289 0.1655 0.3012
H 3.325 -2.201 1.910 0.0294 0.1542 0.2228
H -1.240 -1.949 -3.799 0.5853 0.4209 -0.3651
H 1.777 0.383 4.079 -0.2263 -0.0331 0.0817
H 4.695 1.244 0.076 -0.0586 0.0285 0.2085
H 0.089 0.876 3.902 0.1137 -0.1789 0.1340
H -2.738 -0.333 -3.238 0.3655 -0.5314 0.4116
H -2.214 -1.507 -0.125 0.0062 -0.1668 -0.2515
H -1.911 1.653 -1.857 -0.2166 -0.0775 -0.2574
H 4.901 1.100 1.850 -0.0708 -0.1737 -0.1822
H 2.243 -3.966 1.052 -0.1739 -0.1233 0.1809
H -2.195 -0.149 3.613 0.1094 -0.1320 0.2058
H -2.099 -1.296 4.960 0.1051 0.0675 -0.1333
H 5.229 3.684 1.873 -0.0926 0.1533 -0.1578
H -2.383 -3.249 -0.531 0.2995 -0.0500 0.0285
H 2.078 3.806 -0.522 0.0576 -0.2667 -0.1053
H -1.472 -4.608 1.474 -0.1554 0.1012 0.1389
H 3.195 2.534 -1.065 -0.0490 0.1974 0.0484